Formula: C24H33AsN4ORu
Source: the OMol25 dataset
Level of theory: ωB97M-V/def2-TZVPD

## Properties
* F_max: 0.0164 Eh/bohr
* spin multiplicity: 6
* HOMO (alpha / beta): -16.93 / -16.93 eV
* gap between HOMO and LUMO (alpha / beta): 8.58 / 5.32 eV
* E: -96825.0381 eV
* net charge: +3
* LUMO (alpha / beta): -8.3 / -11.6 eV
* <S²>: 8.76

Element x y z (Å)
Ru 0.058 0.087 0.023
N -1.367 1.856 -0.014
C -2.760 1.346 0.176
C -2.969 0.088 -0.643
N -2.053 -1.009 -0.234
C -2.464 -1.628 1.048
C -1.260 -2.187 1.772
N -0.316 -1.070 2.012
C -1.896 -2.035 -1.290
C -1.178 -1.502 -2.512
N 0.086 -0.832 -2.104
H -1.164 2.586 0.667
H -1.287 2.297 -0.930
H -3.490 2.090 -0.144
H -2.916 1.186 1.241
H -2.773 0.322 -1.689
H -4.013 -0.231 -0.573
H -3.220 -2.401 0.887
H -2.919 -0.859 1.673
H -0.743 -2.941 1.178
H -1.575 -2.661 2.702
H 0.559 -1.397 2.427
H -0.729 -0.414 2.674
H -2.868 -2.445 -1.583
H -1.313 -2.857 -0.873
H -1.782 -0.795 -3.077
H -0.972 -2.341 -3.177
H 0.368 -0.148 -2.802
H 0.846 -1.514 -2.055
O 1.977 0.129 0.366
As 3.136 -1.169 0.560
C 3.004 -1.810 2.342
C 3.271 -3.138 2.673
C 3.261 -3.511 4.011
C 3.021 -2.564 4.999
C 2.759 -1.239 4.664
C 2.757 -0.851 3.332
C 2.715 -2.490 -0.737
C 1.969 -3.629 -0.427
C 1.718 -4.568 -1.420
C 2.195 -4.361 -2.710
C 2.920 -3.213 -3.021
C 3.185 -2.271 -2.036
C 4.885 -0.532 0.255
C 5.141 0.794 -0.078
C 6.450 1.166 -0.347
C 7.473 0.234 -0.242
C 7.201 -1.093 0.080
C 5.900 -1.482 0.350
H 3.504 -3.873 1.914
H 3.458 -4.540 4.281
H 3.071 -2.855 6.040
H 2.585 -0.506 5.440
H 2.586 0.186 3.065
H 1.617 -3.799 0.584
H 1.181 -5.478 -1.181
H 2.020 -5.107 -3.474
H 3.304 -3.068 -4.022
H 3.769 -1.388 -2.268
H 4.341 1.522 -0.134
H 6.670 2.184 -0.638
H 8.499 0.549 -0.379
H 8.003 -1.815 0.141
H 5.689 -2.506 0.639

Atoms 1-2, force components in eV/Å:
Ru -0.6399 -0.1341 0.0617
N 0.1395 -0.2059 -0.0181

Mulliken analysis output, partial charges in e: atom 1 (Ru): 1.08, atom 2 (N): -0.51, atom 3 (C): -0.79, atom 4 (C): -0.57, atom 5 (N): 1.18, atom 6 (C): -0.98, atom 7 (C): -0.51, atom 8 (N): -0.22, atom 9 (C): -0.82, atom 10 (C): -0.92, atom 11 (N): -0.38, atom 12 (H): 0.31, atom 13 (H): 0.31, atom 14 (H): 0.49, atom 15 (H): 0.40, atom 16 (H): 0.29, atom 17 (H): 0.32, atom 18 (H): 0.35, atom 19 (H): 0.32, atom 20 (H): 0.22, atom 21 (H): 0.53, atom 22 (H): 0.05, atom 23 (H): 0.30, atom 24 (H): 0.34, atom 25 (H): 0.43, atom 26 (H): 0.48, atom 27 (H): 0.45, atom 28 (H): 0.29, atom 29 (H): 0.21, atom 30 (O): -1.11, atom 31 (As): 1.79, atom 32 (C): 0.65, atom 33 (C): -0.27, atom 34 (C): -0.82, atom 35 (C): -0.62, atom 36 (C): -0.61, atom 37 (C): -0.59, atom 38 (C): 0.13, atom 39 (C): 0.24, atom 40 (C): -1.07, atom 41 (C): -0.61, atom 42 (C): -0.63, atom 43 (C): -0.70, atom 44 (C): 0.15, atom 45 (C): -0.12, atom 46 (C): -0.72, atom 47 (C): -0.48, atom 48 (C): -0.72, atom 49 (C): -0.38, atom 50 (H): 0.49, atom 51 (H): 0.47, atom 52 (H): 0.45, atom 53 (H): 0.47, atom 54 (H): 0.46, atom 55 (H): 0.46, atom 56 (H): 0.51, atom 57 (H): 0.48, atom 58 (H): 0.49, atom 59 (H): 0.49, atom 60 (H): 0.38, atom 61 (H): 0.43, atom 62 (H): 0.43, atom 63 (H): 0.44, atom 64 (H): 0.37